Entry 1:
{
  "formula": "CH20N2O9",
  "method": "ωB97M-V/def2-TZVPD",
  "smiles": "NC(N)=O.O.O.O.O.O.O.O.O",
  "charge": 0,
  "spin_multiplicity": 1,
  "e_lumo_ev": 0.07,
  "de_lowest_kj_mol": 49.0,
  "symbols": ["N", "C", "N", "O", "H", "H", "H", "H", "O", "H", "H", "O", "H", "H", "O", "H", "H", "O", "H", "H", "O", "H", "H", "O", "H", "H", "O", "H", "H", "O", "H", "H"],
  "positions_angstrom": [[0.67296, 1.32157, -2.50106], [1.97600, 1.16869, -2.29726], [2.60905, 2.12122, -2.89190], [2.49713, 0.30066, -1.62194], [0.03514, 0.67371, -2.06111], [0.32005, 2.04210, -3.11456], [2.04884, 2.88883, -3.23403], [3.54590, 2.34115, -2.58524], [-3.53060, 0.20224, 0.91141], [-2.81988, 0.78161, 0.63674], [-4.01588, 0.01960, 0.10681], [1.07451, 0.29487, 2.99968], [0.60327, 1.04748, 3.35709], [1.99369, 0.56185, 3.00670], [1.66546, -2.47607, 2.33245], [1.44844, -2.56338, 3.26062], [1.40954, -1.58111, 2.10930], [-1.91479, -2.00175, 2.37819], [-2.50335, -1.57172, 1.75780], [-2.37756, -1.96187, 3.21514], [-0.61602, -0.14543, 0.60762], [0.15859, 0.39382, 0.76707], [-0.99134, -0.28916, 1.47637], [-2.63975, -2.77790, -0.95289], [-2.48122, -1.99026, -0.43257], [-1.87448, -2.84645, -1.52377], [-0.12533, -1.75267, -1.79318], [-0.07205, -1.23767, -0.98809], [0.42282, -2.51904, -1.62455], [0.86228, 3.19079, -0.18112], [1.10651, 2.48788, -0.78320], [1.51198, 3.87636, -0.33642]],
  "nbo_charge": [-0.8447, 0.7303, -0.8144, -0.6570, 0.4238, 0.3878, 0.3742, 0.4063, -0.9609, 0.4856, 0.4806, -0.9607, 0.4808, 0.4836, -0.9450, 0.4648, 0.4782, -0.9484, 0.4806, 0.4702, -0.9927, 0.4922, 0.5002, -0.9539, 0.4579, 0.4879, -0.9742, 0.4933, 0.4816, -0.9460, 0.4725, 0.4652]
}

---

Entry 2:
{
  "formula": "CH20O9",
  "method": "ωB97M-V/def2-TZVPD",
  "charge": 0,
  "spin_multiplicity": 1,
  "e_lumo_ev": -0.76,
  "de_lowest_kj_mol": 428.4,
  "symbols": ["O", "H", "H", "H", "C", "O", "H", "H", "H", "O", "H", "H", "O", "H", "H", "O", "H", "H", "O", "H", "H", "O", "H", "H", "O", "H", "H", "O", "H", "H"],
  "positions_angstrom": [[0.39338, -0.03188, 0.52887], [1.02287, -0.81371, 0.40539], [-0.43934, -0.44261, 1.06950], [-0.16186, 0.26786, -0.23207], [-1.60625, 0.34522, -1.90443], [-1.13107, 1.52412, -1.15820], [-1.41840, -0.57724, -1.39562], [-1.05502, 0.31462, -2.81622], [-2.66246, 0.51276, -2.21166], [-0.34874, 3.41150, 0.75122], [-1.19658, 3.81066, 0.92848], [-0.69293, 2.78089, 0.02857], [-1.21018, -1.23763, 2.60916], [-1.71938, -0.75553, 3.32325], [-1.11484, -2.20830, 2.94304], [-3.24881, 1.99170, 0.16145], [-2.43200, 1.73869, -0.13519], [-3.13511, 1.79455, 1.04448], [2.71336, -0.90455, -0.63195], [3.08411, -0.54172, 0.07918], [2.70934, -0.34113, -1.40213], [3.57050, -2.88934, 1.76311], [3.80205, -3.08231, 0.88777], [2.77915, -2.37092, 1.49940], [0.65053, 2.28610, -2.81223], [-0.10593, 1.79868, -2.54710], [0.23889, 3.09896, -2.45410], [0.81299, -2.80178, 0.60285], [1.01186, -3.25736, -0.22779], [0.88986, -3.42031, 1.30299]],
  "nbo_charge": [-0.8359, 0.5642, 0.5673, 0.5709, -0.2754, -1.0355, 0.1173, 0.1532, 0.1881, -0.9811, 0.4589, 0.5052, -0.9793, 0.5052, 0.4987, -0.9521, 0.4783, 0.4347, -0.9628, 0.4745, 0.5106, -0.9235, 0.4624, 0.4578, -0.9723, 0.4829, 0.4680, -0.9717, 0.5014, 0.4901]
}

---

Entry 3:
{
  "formula": "CH21O10",
  "method": "ωB97M-V/def2-TZVPD",
  "charge": -1,
  "spin_multiplicity": 1,
  "e_lumo_ev": 2.40,
  "de_lowest_kj_mol": 71.0,
  "symbols": ["C", "O", "H", "H", "H", "O", "H", "H", "O", "H", "H", "O", "H", "H", "O", "H", "H", "O", "H", "H", "O", "H", "H", "O", "H", "H", "O", "H", "H", "O", "H", "H"],
  "positions_angstrom": [[-0.13884, -0.48585, -0.54220], [0.36985, 0.80564, -0.60589], [-1.19760, -0.63865, -0.86608], [0.38944, -1.12398, -1.27525], [0.02359, -0.88882, 0.46923], [2.73899, 0.96394, -2.20341], [1.83383, 0.86477, -1.83152], [2.69713, 1.77695, -2.71434], [-0.70531, -3.19922, -3.31524], [-1.11669, -2.33883, -3.45793], [-1.17842, -3.56944, -2.56329], [1.58328, -0.93314, 3.45303], [2.44487, -0.87558, 3.01884], [0.96269, -0.66881, 2.76399], [3.00616, -0.84904, 0.75038], [2.17798, -0.43612, 0.46361], [3.68896, -0.28867, 0.36493], [1.86065, 2.38721, 1.29340], [1.31298, 3.17578, 1.24722], [1.39774, 1.74868, 0.71188], [-1.63635, -1.15672, 2.47543], [-1.72956, -1.68564, 1.67409], [-1.57441, -1.79457, 3.19565], [-1.31313, 1.61997, 1.74722], [-1.69418, 0.78919, 2.06555], [-0.62563, 1.33311, 1.11345], [-0.89149, 1.76068, -2.91107], [-1.70382, 1.28324, -2.72665], [-0.32174, 1.57976, -2.12023], [-3.71530, 0.63264, 0.05077], [-4.06977, -0.09427, 0.57278], [-2.87593, 0.30578, -0.29836]],
  "nbo_charge": [-0.2452, -1.0173, 0.0824, 0.1569, 0.1288, -0.9879, 0.5063, 0.4565, -0.9363, 0.4743, 0.4626, -0.9670, 0.4887, 0.4762, -0.9730, 0.4876, 0.4817, -0.9822, 0.4605, 0.5000, -0.9517, 0.4759, 0.4814, -0.9818, 0.4727, 0.4869, -0.9932, 0.4498, 0.5097, -0.9337, 0.4562, 0.4745]
}

---

Entry 4:
{
  "formula": "CH23O11",
  "method": "ωB97M-V/def2-TZVPD",
  "charge": -1,
  "spin_multiplicity": 1,
  "e_lumo_ev": 2.48,
  "de_lowest_kj_mol": 91.2,
  "symbols": ["C", "O", "H", "H", "H", "O", "H", "H", "O", "H", "H", "O", "H", "H", "O", "H", "H", "O", "H", "H", "O", "H", "H", "O", "H", "H", "O", "H", "H", "O", "H", "H", "O", "H", "H"],
  "positions_angstrom": [[5.71900, -21.45493, 10.16569], [4.68061, -21.89603, 9.33353], [6.26077, -22.23418, 10.70175], [6.50277, -21.02520, 9.54188], [5.42419, -20.67383, 10.86646], [5.60455, -21.90663, 6.54413], [5.47039, -22.05093, 7.48083], [5.33436, -20.99976, 6.39989], [4.60876, -19.46123, 7.66216], [4.60092, -20.13002, 8.34692], [4.70902, -18.63495, 8.13484], [2.81407, -19.26247, 10.14482], [2.04644, -18.76956, 10.43466], [3.50287, -18.60373, 10.05623], [2.90219, -19.58705, 12.95963], [3.09528, -19.91189, 12.08018], [2.30737, -20.23865, 13.33090], [7.25933, -22.81899, 13.46782], [6.31219, -22.75291, 13.34621], [7.51684, -21.96504, 13.81521], [5.47685, -18.50637, 12.93154], [5.73212, -18.97014, 12.13406], [4.55840, -18.74196, 13.06260], [8.51971, -21.30028, 7.30146], [8.79573, -21.74744, 8.10152], [7.56423, -21.28016, 7.35522], [2.51790, -22.84430, 11.35631], [2.37420, -23.70219, 10.95681], [3.06909, -22.37666, 10.72884], [4.54345, -25.14145, 9.85629], [4.67147, -24.19889, 9.74941], [3.91404, -25.37697, 9.17468], [1.88681, -21.66281, 8.70900], [2.78082, -21.73136, 9.04408], [1.76535, -20.72876, 8.53861]],
  "nbo_charge": [-0.2340, -1.0462, 0.1464, 0.1212, 0.0941, -0.9889, 0.4988, 0.4796, -0.9745, 0.5070, 0.4489, -0.9353, 0.4750, 0.4678, -0.9840, 0.5020, 0.4868, -0.9421, 0.4775, 0.4650, -0.9700, 0.4629, 0.4919, -0.9583, 0.4592, 0.4908, -0.9768, 0.4701, 0.4901, -0.9683, 0.5010, 0.4601, -0.9777, 0.4984, 0.4615]
}

---

Entry 5:
{
  "formula": "CH27O16",
  "method": "ωB97M-V/def2-TZVPD",
  "charge": -1,
  "spin_multiplicity": 1,
  "e_lumo_ev": 1.34,
  "de_lowest_kj_mol": 201.3,
  "symbols": ["C", "O", "O", "O", "H", "O", "H", "H", "O", "H", "H", "O", "H", "H", "O", "H", "H", "O", "H", "H", "O", "H", "H", "O", "H", "H", "O", "H", "H", "O", "H", "H", "O", "H", "H", "O", "H", "H", "O", "H", "H", "O", "H", "H"],
  "positions_angstrom": [[18.89100, 9.72900, 4.29600], [20.12900, 9.49200, 4.26700], [18.00200, 8.71000, 4.37400], [18.43000, 10.86800, 4.12500], [18.43500, 7.89800, 4.63500], [17.01900, 5.21900, 6.52000], [17.30500, 4.30700, 6.59200], [17.84500, 5.73400, 6.36100], [19.23600, 6.55000, 5.71200], [19.59300, 6.95500, 6.50700], [19.73000, 5.74100, 5.71000], [21.66800, 7.44900, 3.63200], [21.13700, 8.28600, 3.60900], [21.00300, 6.80300, 3.65100], [18.78200, 12.75600, 2.46900], [18.41400, 13.65500, 2.66100], [18.59400, 12.16500, 3.22500], [19.34700, 5.83600, 2.66500], [20.03700, 5.24100, 2.86000], [18.62600, 5.71300, 3.24900], [21.83200, 10.02700, 6.25700], [21.30900, 10.00400, 7.06000], [21.13800, 10.01400, 5.55700], [17.96500, 12.40000, 6.29000], [17.96600, 11.87900, 5.49900], [17.14700, 12.92800, 6.18400], [15.53100, 10.83600, 4.53300], [14.96400, 10.38100, 3.86200], [16.42700, 10.53000, 4.36000], [15.76200, 7.66300, 2.23900], [15.51800, 7.00600, 1.57900], [16.13000, 7.19300, 2.97600], [20.51500, 10.56200, 1.78200], [20.12000, 9.83600, 1.38400], [20.51800, 10.20300, 2.70100], [16.47400, 8.22700, 6.63500], [17.16500, 8.20400, 6.03300], [15.78500, 7.81300, 6.10800], [16.88800, 10.01900, 1.71100], [17.66400, 10.04700, 2.28100], [16.36400, 9.31200, 2.04400], [19.11100, 8.24800, 1.39800], [19.77000, 8.28600, 0.71500], [19.12100, 7.40700, 1.82600]],
  "nbo_charge": [1.0097, -0.8296, -0.7592, -0.7815, 0.4977, -0.9640, 0.4506, 0.4801, -0.9457, 0.5073, 0.4826, -0.9755, 0.5081, 0.4335, -0.9682, 0.4417, 0.4958, -0.9415, 0.4827, 0.4790, -0.9726, 0.4457, 0.5011, -0.9650, 0.4892, 0.4581, -0.9675, 0.4618, 0.4929, -0.9341, 0.4777, 0.4725, -0.9516, 0.4461, 0.4758, -0.9220, 0.4555, 0.4593, -0.9594, 0.4746, 0.4646, -0.9601, 0.4667, 0.4872]
}

---

Entry 6:
{
  "formula": "CH2AgO4",
  "method": "ωB97M-V/def2-TZVPD",
  "charge": 1,
  "spin_multiplicity": 3,
  "e_lumo_ev": [-5.55, -8.21],
  "symbols": ["O", "Ag", "O", "H", "C", "O", "O", "H"],
  "positions_angstrom": [[0.08222, 0.74147, -0.55415], [1.81781, -0.13979, -0.08233], [0.82347, -1.47134, 0.83050], [0.52790, -1.53974, 1.73861], [-1.02975, 0.28235, -0.16758], [-1.60094, 1.02764, 0.73411], [-1.86577, -0.35468, -0.93716], [-1.41165, -0.98165, -1.52282]],
  "nbo_charge": [-0.7006, 1.2318, -0.8077, 0.4892, 0.9453, -0.0989, -0.5890, 0.5299]
}